# C5H12N4

A structure of composition C5H12N4 at a distorted geometry (ωB97M-V/def2-TZVPD, the OMol25 dataset).

The energy above the lowest of the compared OMol25 structures with the same formula, charge and spin comes out at 538.79 kJ/mol. For the HOMO-LUMO gap, the calculation gives 8.992 eV. The LUMO energy is 0.90 eV. As for the HOMO energy: -8.09 eV.

ORCA input file:
```
! wB97M-V def2-TZVPD RIJCOSX def2/J DEFGRID3
* xyz 0 1
C 1.46 -0.23 -1.71
C -2.24 -0.48 -0.54
C -2.11 0.91 0.28
C 0.22 0.35 0.40
C 1.58 0.66 1.09
H 1.23 0.86 -1.98
H 2.32 -0.46 -1.10
H 1.54 -0.97 -2.46
H -0.78 -1.89 -1.46
H -2.59 -1.35 0.09
H -3.05 -0.37 -1.36
H -2.73 1.04 1.16
H -2.30 1.85 -0.41
H 2.38 0.83 0.47
H 1.35 1.59 1.68
H 1.58 -1.30 1.03
H 1.97 -0.52 3.00
N 0.27 -0.56 -0.63
N -0.96 -0.84 -1.28
N -0.72 1.06 0.82
N 2.22 -0.59 1.70
*
```

***

# C3H5F2N

The molecule C3H5F2N at a distorted geometry (ωB97M-V/def2-TZVPD, the OMol25 dataset).

The energy above the lowest of the compared OMol25 structures with the same formula, charge and spin comes out at 53.09 kJ/mol. For the HOMO-LUMO gap, the calculation gives 10.980 eV. The SMILES is FC(F)[C@H]1CN1. The LUMO energy is 1.11 eV. As for the HOMO energy: -9.87 eV.

ORCA input file:
```
! wB97M-V def2-TZVPD RIJCOSX def2/J DEFGRID3
* xyz 0 1
F -1.78 -0.50 -0.03
C -1.01 0.39 0.71
F -0.91 -0.04 1.98
C 0.37 0.42 0.17
C 1.07 -0.77 -0.42
N 0.52 0.27 -1.27
H -1.41 1.44 0.68
H 0.93 1.28 0.66
H 2.17 -0.85 -0.45
H 0.43 -1.67 -0.39
H -0.38 0.05 -1.64
*
```

***

# C2H8NS

A cluster of 2 separate species, C2H8NS in total at a distorted geometry (ωB97M-V/def2-TZVPD, the OMol25 dataset).

The energy above the lowest of the compared OMol25 structures with the same formula, charge and spin comes out at 43.22 kJ/mol. For the HOMO-LUMO gap, the calculation gives 6.191 eV. The LUMO energy is 3.79 eV. As for the HOMO energy: -2.40 eV.

ORCA input file:
```
! wB97M-V def2-TZVPD RIJCOSX def2/J DEFGRID3
* xyz -1 1
S 2.04 2.46 2.41
H 2.76 3.39 3.05
C 0.47 -0.07 -0.75
C -1.02 -0.30 -0.69
N -1.31 -1.68 -0.26
H 0.93 0.01 0.24
H 0.68 0.91 -1.19
H 0.97 -0.82 -1.37
H -1.41 -0.19 -1.70
H -1.44 0.40 0.03
H -2.12 -1.80 0.31
H -0.56 -2.31 -0.07
*
```

***

# C26H31N4O3S

A cluster of 2 separate species, C26H31N4O3S in total at a distorted geometry (ωB97M-V/def2-TZVPD, the OMol25 dataset).

The energy above the lowest of the compared OMol25 structures with the same formula, charge and spin comes out at 0.00 kJ/mol. For the HOMO-LUMO gap, the calculation gives 5.669 eV. The LUMO energy is -5.66 eV. As for the HOMO energy: -11.33 eV.

ORCA input file:
```
! wB97M-V def2-TZVPD RIJCOSX def2/J DEFGRID3
* xyz 1 1
C 2.45 0.92 4.68
S 1.71 -0.38 3.69
C 0.21 -0.63 4.65
C -0.02 1.69 2.29
C 1.14 2.59 2.26
N 2.15 3.16 2.17
H 2.98 1.64 4.05
H 1.69 1.45 5.27
H 3.16 0.42 5.35
H -0.64 -0.82 3.98
H 0.41 -1.52 5.25
H -0.01 0.23 5.29
H -0.59 1.83 3.24
C -1.45 -2.19 -4.40
N -0.87 -1.94 -3.10
C 0.06 -2.80 -2.56
O 0.44 -3.85 -3.07
C 0.50 -2.19 -1.23
C 2.01 -1.97 -1.18
C 2.81 -3.25 -1.25
C 3.79 -3.42 -2.23
C 4.45 -4.64 -2.36
C 4.16 -5.69 -1.48
C 3.22 -5.50 -0.46
C 2.55 -4.28 -0.34
N -0.29 -0.96 -1.15
C -0.19 -0.13 -0.08
C -0.86 1.07 0.04
C -0.84 1.93 1.18
C -1.68 3.12 1.24
C -1.55 4.07 2.30
C -2.32 5.23 2.34
C -3.22 5.52 1.30
N -3.96 6.74 1.32
O -4.73 7.00 0.36
O -3.81 7.52 2.29
C -3.35 4.63 0.23
C -2.63 3.44 0.22
C -1.12 -0.72 -2.34
C -0.64 0.49 -3.16
C -2.62 -0.62 -2.03
H -1.05 -3.14 -4.79
H -2.55 -2.26 -4.32
H -1.20 -1.38 -5.10
H 0.20 -2.88 -0.42
H 2.29 -1.31 -2.02
H 2.25 -1.43 -0.24
H 4.00 -2.59 -2.91
H 5.18 -4.77 -3.16
H 4.67 -6.65 -1.58
H 3.00 -6.31 0.24
H 1.81 -4.12 0.45
H 0.46 -0.51 0.71
H -1.39 1.45 -0.84
H 0.37 0.65 2.34
H -0.86 3.93 3.12
H -2.24 5.93 3.16
H -4.04 4.89 -0.57
H -2.84 2.74 -0.60
H 0.37 0.30 -3.55
H -1.33 0.65 -4.00
H -0.62 1.41 -2.56
H -2.98 -1.60 -1.70
H -2.81 0.12 -1.24
H -3.16 -0.32 -2.94
*
```

***

# C40H84O11S

A cluster of 3 separate species, C40H84O11S in total at a distorted geometry (ωB97M-V/def2-TZVPD, the OMol25 dataset).

For the HOMO-LUMO gap, the calculation gives 9.576 eV. The SMILES is CCCCCCCCCCCCCCCCCCCC[C@@]1(CC)OS(=O)(=O)O[C@]1(C)CCCO.COCCOCCOC.COCCOCCOC. The LUMO energy is 0.43 eV. As for the HOMO energy: -9.15 eV.

ORCA input file:
```
! wB97M-V def2-TZVPD RIJCOSX def2/J DEFGRID3
* xyz 0 1
C -10.29 1.00 -1.55
C -10.75 2.16 -2.52
C -9.56 3.20 -2.61
C -8.36 2.53 -3.43
C -7.08 2.51 -2.49
C -5.92 1.81 -3.29
C -4.62 1.65 -2.39
C -3.35 2.18 -3.20
C -2.26 1.04 -3.26
C -1.40 0.92 -1.93
C -0.26 -0.13 -2.22
C 0.48 -0.61 -0.89
C 1.61 -1.63 -1.36
C 1.85 -2.79 -0.29
C 3.21 -2.44 0.46
C 3.60 -3.51 1.54
C 5.19 -3.45 1.74
C 5.55 -3.06 3.23
C 6.72 -2.01 3.20
C 7.39 -1.82 4.62
C 6.73 -0.69 5.50
C 7.92 0.33 5.74
C 8.38 1.05 4.40
O 5.79 0.17 4.77
S 4.21 -0.24 5.14
O 3.56 0.90 5.86
O 3.33 -0.56 4.00
O 4.62 -1.51 6.16
C 5.88 -1.08 6.76
C 6.28 -2.35 7.61
C 5.73 0.04 7.88
C 4.41 -0.10 8.73
C 4.58 -0.91 10.08
O 3.64 -2.00 10.16
H -9.34 0.52 -1.90
H -10.04 1.42 -0.53
H -11.07 0.21 -1.42
H -10.83 1.68 -3.54
H -11.71 2.62 -2.22
H -9.90 4.15 -3.10
H -9.20 3.45 -1.58
H -8.19 3.14 -4.35
H -8.59 1.48 -3.73
H -6.80 3.57 -2.24
H -7.32 1.99 -1.52
H -5.74 2.45 -4.20
H -6.30 0.81 -3.61
H -4.69 2.22 -1.43
H -4.47 0.56 -2.20
H -2.92 3.07 -2.69
H -3.61 2.44 -4.26
H -1.51 1.24 -4.08
H -2.68 0.02 -3.44
H -0.90 1.88 -1.66
H -2.00 0.51 -1.08
H 0.56 0.33 -2.85
H -0.62 -1.05 -2.74
H 0.89 0.31 -0.43
H -0.25 -1.10 -0.20
H 1.38 -2.03 -2.38
H 2.55 -1.01 -1.43
H 1.00 -2.88 0.43
H 1.93 -3.75 -0.86
H 3.06 -1.41 0.88
H 3.99 -2.43 -0.35
H 3.31 -4.54 1.20
H 3.08 -3.35 2.53
H 5.69 -4.37 1.38
H 5.57 -2.60 1.10
H 4.68 -2.65 3.81
H 5.87 -4.01 3.76
H 7.52 -2.47 2.55
H 6.44 -1.05 2.71
H 7.36 -2.84 5.10
H 8.48 -1.64 4.43
H 7.61 1.16 6.44
H 8.77 -0.18 6.27
H 7.88 0.66 3.49
H 9.48 0.89 4.26
H 8.23 2.15 4.52
H 5.32 -2.79 7.98
H 6.89 -2.13 8.51
H 6.79 -3.16 7.03
H 6.65 0.00 8.52
H 5.74 1.07 7.42
H 4.12 0.94 9.03
H 3.54 -0.52 8.18
H 4.29 -0.24 10.93
H 5.63 -1.25 10.29
H 3.65 -2.49 9.33
C -9.20 -4.50 -8.95
O -8.76 -3.38 -8.21
C -9.80 -2.81 -7.44
C -9.24 -1.85 -6.40
O -8.76 -2.50 -5.23
C -7.51 -3.18 -5.37
C -6.33 -2.22 -5.38
O -6.15 -1.68 -6.68
C -5.30 -0.55 -6.66
H -10.01 -4.22 -9.63
H -8.36 -4.86 -9.54
H -9.52 -5.30 -8.28
H -10.37 -3.61 -6.93
H -10.47 -2.27 -8.12
H -10.06 -1.21 -6.06
H -8.47 -1.20 -6.83
H -7.51 -3.84 -6.23
H -7.43 -3.80 -4.47
H -5.42 -2.77 -5.11
H -6.50 -1.42 -4.66
H -5.75 0.26 -6.08
H -5.17 -0.20 -7.69
H -4.32 -0.81 -6.25
C 2.69 5.00 -1.93
O 3.75 4.37 -1.24
C 4.62 5.32 -0.63
C 5.54 4.63 0.36
O 4.92 4.42 1.63
C 3.98 3.35 1.68
C 4.63 1.98 1.71
O 4.98 1.58 0.38
C 5.88 0.49 0.38
H 3.07 5.67 -2.71
H 2.09 4.22 -2.40
H 2.06 5.55 -1.23
H 4.03 6.09 -0.12
H 5.22 5.79 -1.42
H 6.38 5.30 0.57
H 5.95 3.71 -0.04
H 3.24 3.43 0.88
H 3.45 3.48 2.63
H 3.93 1.24 2.11
H 5.53 2.01 2.34
H 6.83 0.78 0.85
H 6.08 0.22 -0.66
H 5.45 -0.37 0.90
*
```

***

# C24H63NO8

A cluster of 8 separate species, C24H63NO8 in total at a distorted geometry (ωB97M-V/def2-TZVPD, the OMol25 dataset).

The energy above the lowest of the compared OMol25 structures with the same formula, charge and spin comes out at 0.00 kJ/mol. For the HOMO-LUMO gap, the calculation gives 8.103 eV. The SMILES is CC1(C)CCCC(C)(C)N1O.CC(C)O.CC(C)O.CC(C)O.CC(C)O.CC(C)O.O.O. The LUMO energy is 0.43 eV. As for the HOMO energy: -7.67 eV.

ORCA input file:
```
! wB97M-V def2-TZVPD RIJCOSX def2/J DEFGRID3
* xyz 0 1
C 2.41 3.08 1.78
C 2.14 4.49 1.27
C 1.79 5.42 2.45
C 3.41 4.97 0.57
C 3.17 6.03 -0.51
C 2.14 5.50 -1.48
C 0.80 5.22 -0.84
C 0.10 6.57 -0.53
C -0.07 4.44 -1.83
N 1.02 4.39 0.33
O -0.19 4.10 0.99
H 3.35 2.98 2.34
H 1.54 2.70 2.32
H 2.53 2.41 0.92
H 0.97 4.97 3.00
H 2.64 5.57 3.11
H 1.40 6.36 2.07
H 4.07 5.36 1.34
H 3.93 4.16 0.04
H 2.85 6.97 -0.03
H 4.11 6.26 -1.00
H 2.51 4.53 -1.84
H 2.01 6.13 -2.36
H -0.96 6.39 -0.33
H 0.21 7.24 -1.38
H 0.56 7.05 0.33
H 0.02 4.91 -2.81
H -1.09 4.30 -1.48
H 0.39 3.46 -2.00
H -0.35 3.16 0.82
C 3.75 -0.76 3.76
C 3.30 -1.74 2.70
C 3.02 -3.14 3.17
O 2.20 -1.15 2.00
H 3.88 0.22 3.29
H 4.67 -1.09 4.24
H 2.96 -0.60 4.51
H 4.11 -1.79 1.95
H 3.94 -3.54 3.60
H 2.64 -3.74 2.34
H 2.22 -3.18 3.92
H 1.54 -1.81 1.75
C 2.27 -4.52 -1.66
C 1.01 -4.42 -2.48
C 1.29 -3.81 -3.85
O 0.44 -5.72 -2.67
H 2.11 -5.10 -0.75
H 2.67 -3.57 -1.32
H 3.02 -5.07 -2.24
H 0.26 -3.84 -1.94
H 0.39 -3.75 -4.46
H 2.01 -4.43 -4.39
H 1.71 -2.81 -3.73
H 1.14 -6.32 -2.94
C -0.61 -0.57 -1.67
C -0.67 0.12 -0.32
C -2.03 0.79 -0.08
O -0.45 -0.81 0.77
H -0.80 0.19 -2.42
H -1.27 -1.44 -1.61
H 0.41 -0.91 -1.84
H 0.08 0.91 -0.18
H -2.03 1.28 0.90
H -2.79 0.01 0.01
H -2.30 1.48 -0.88
H -1.02 -1.56 0.57
C -4.38 -2.77 -2.12
C -5.42 -2.19 -1.18
C -6.80 -2.75 -1.49
O -5.02 -2.55 0.14
H -4.70 -2.71 -3.16
H -4.17 -3.83 -1.93
H -3.42 -2.24 -2.02
H -5.33 -1.11 -1.36
H -7.49 -2.58 -0.66
H -6.70 -3.83 -1.64
H -7.23 -2.33 -2.40
H -5.63 -2.12 0.76
C -0.45 -4.22 1.49
C -1.95 -4.26 1.25
C -2.74 -4.28 2.54
O -2.24 -3.07 0.51
H -0.19 -3.33 2.08
H 0.09 -4.09 0.55
H -0.08 -5.09 2.02
H -2.15 -5.11 0.59
H -2.69 -3.33 3.05
H -2.43 -5.13 3.16
H -3.79 -4.50 2.32
H -3.10 -3.08 0.07
O -1.18 2.00 -4.52
H -0.74 2.45 -5.24
H -1.92 1.54 -4.92
O 0.19 0.79 3.09
H 0.21 0.40 2.20
H 0.96 0.39 3.52
*
```

***

# C4H8O2

The molecule C4H8O2 (ωB97M-V/def2-TZVPD, the OMol25 dataset).

The energy above the lowest of the compared OMol25 structures with the same formula, charge and spin comes out at 39.19 kJ/mol. For the HOMO-LUMO gap, the calculation gives 11.674 eV. The SMILES is CC(C)OC=O. The LUMO energy is 1.01 eV. As for the HOMO energy: -10.67 eV.

ORCA input file:
```
! wB97M-V def2-TZVPD RIJCOSX def2/J DEFGRID3
* xyz 0 1
C -1.02 -0.86 0.99
C -0.16 -0.25 -0.09
C 1.30 -0.70 -0.02
O -0.22 1.19 0.13
C -0.20 1.96 -0.96
O -0.13 1.59 -2.10
H -1.06 -1.95 0.87
H -0.61 -0.63 1.98
H -2.04 -0.46 0.93
H -0.57 -0.45 -1.08
H 1.76 -0.35 0.91
H 1.87 -0.31 -0.87
H 1.35 -1.79 -0.03
H -0.26 3.02 -0.65
*
```

***

# C10H9N3

The molecule C10H9N3 at a distorted geometry (ωB97M-V/def2-TZVPD, the OMol25 dataset).

The energy above the lowest of the compared OMol25 structures with the same formula, charge and spin comes out at 293.21 kJ/mol. For the HOMO-LUMO gap, the calculation gives 8.981 eV. The SMILES is N#CCCn1cnc2ccccc21. The LUMO energy is 0.38 eV. As for the HOMO energy: -8.60 eV.

ORCA input file:
```
! wB97M-V def2-TZVPD RIJCOSX def2/J DEFGRID3
* xyz 0 1
N -3.65 0.73 -1.38
C -3.02 -0.30 -1.06
C -2.22 -1.09 -0.19
C -1.82 -0.16 1.03
N -0.64 0.73 0.76
C -0.62 2.09 0.54
N 0.58 2.46 0.02
C 1.31 1.23 -0.27
C 2.65 1.05 -0.78
C 3.22 -0.25 -0.56
C 2.38 -1.35 -0.06
C 0.95 -1.13 0.21
C 0.49 0.22 0.27
H -1.41 -1.52 -0.79
H -2.72 -2.11 0.27
H -2.86 0.53 1.14
H -1.73 -0.61 2.18
H -1.48 2.59 0.51
H 3.35 1.80 -1.36
H 4.15 -0.52 -0.93
H 2.61 -2.44 -0.08
H 0.45 -1.97 0.53
*
```